Record 1
The following is a DFT calculation (the ωB97M-V functional and the def2-TZVPD basis) of C36H37NP2STc as an isolated structure at a distorted geometry.

Cartesian coordinates (Å):
Tc (0.106, -0.125, 2.676)
C (-1.789, 0.852, -3.444)
C (-1.821, -0.464, -3.185)
C (-1.078, -1.492, -3.998)
C (0.349, -1.116, -4.487)
C (1.185, -0.280, -3.562)
C (1.222, 1.059, -3.578)
C (0.348, 1.917, -4.439)
C (-1.112, 1.435, -4.655)
C (1.773, 0.251, 4.015)
H (-2.339, 1.553, -2.810)
H (-2.500, -0.845, -2.411)
H (-1.658, -1.773, -4.897)
H (-0.996, -2.409, -3.396)
H (0.883, -2.068, -4.630)
H (0.275, -0.661, -5.487)
H (1.886, -0.842, -2.940)
H (2.023, 1.606, -3.075)
H (0.802, 2.058, -5.438)
H (0.306, 2.917, -3.984)
H (-1.681, 2.321, -4.973)
H (-1.129, 0.739, -5.506)
H (1.597, 1.038, 4.770)
H (2.782, 0.398, 3.600)
H (1.795, -0.722, 4.542)
P (-1.498, -0.641, 1.202)
P (1.676, 0.143, 1.125)
C (-0.484, -0.894, -0.281)
C (0.844, -0.603, -0.294)
C (-2.456, -2.171, 1.491)
C (-2.820, -2.957, 0.381)
C (-3.615, -4.096, 0.554)
C (-4.004, -4.484, 1.846)
C (-3.586, -3.743, 2.962)
C (-2.793, -2.604, 2.793)
C (-2.685, 0.709, 0.836)
C (-2.216, 2.035, 0.742)
C (-3.109, 3.090, 0.555)
C (-4.478, 2.829, 0.397)
C (-4.952, 1.510, 0.463)
C (-4.064, 0.459, 0.721)
C (3.139, -0.932, 1.368)
C (2.930, -2.208, 1.927)
C (4.023, -3.027, 2.212)
C (5.321, -2.592, 1.933)
C (5.529, -1.323, 1.381)
C (4.444, -0.482, 1.108)
C (2.252, 1.827, 0.748)
C (2.331, 2.850, 1.715)
C (2.801, 4.112, 1.340)
C (3.124, 4.383, 0.008)
C (3.002, 3.375, -0.960)
C (2.588, 2.099, -0.582)
H (-0.989, -1.213, -1.198)
H (1.441, -0.847, -1.175)
H (-2.474, -2.669, -0.615)
H (-3.915, -4.678, -0.325)
H (-4.630, -5.370, 1.973)
H (-3.874, -4.057, 3.971)
H (-2.435, -2.060, 3.674)
H (-1.150, 2.260, 0.843)
H (-2.736, 4.118, 0.535)
H (-5.185, 3.643, 0.222)
H (-6.017, 1.285, 0.327)
H (-4.430, -0.566, 0.840)
H (1.924, -2.543, 2.191)
H (3.848, -4.006, 2.659)
H (6.173, -3.239, 2.137)
H (6.537, -0.971, 1.164)
H (4.599, 0.530, 0.724)
H (2.015, 2.640, 2.742)
H (2.901, 4.900, 2.084)
H (3.469, 5.373, -0.290)
H (3.224, 3.583, -2.007)
H (2.491, 1.299, -1.310)
S (-0.869, 1.440, 3.956)
C (-1.070, -0.010, 4.840)
N (-1.321, -0.850, 5.641)

The expectation value of S² is 3.78. The spin multiplicity is 4. For the total energy, the calculation gives -2609.65595 hartree. The gap between HOMO and LUMO (alpha / beta) comes out at 6.67 / 3.10 eV. The largest force on an atom is 6.2 eV Å⁻¹. The total charge is +2. For the energy relative to the best compared isomer or geometry (same formula, charge and spin), the calculation gives 22.0 kcal/mol. For the LUMO energy (alpha / beta), the calculation gives -6.78 / -10.48 eV. The calculation puts the molar mass at 675.71 Da.



Record 2
The following is a DFT calculation (the ωB97M-V functional and the def2-TZVPD basis) of the molecule C5H4FN3O2S2 at a distorted geometry.

Cartesian coordinates (Å):
N (1.049, -1.975, 0.911)
S (-0.207, -1.230, 0.060)
O (-1.038, -0.355, 0.867)
O (-0.873, -2.213, -0.704)
C (0.607, -0.094, -0.968)
C (0.893, -0.065, -2.320)
F (0.800, -1.167, -3.111)
N (1.388, 1.144, -2.722)
C (1.291, 1.866, -1.648)
S (1.462, 3.595, -1.297)
C (0.991, 3.185, 0.414)
C (0.655, 1.903, 0.593)
N (0.785, 1.182, -0.548)
H (0.794, -1.747, 1.977)
H (1.887, -1.574, 0.710)
H (0.793, 3.843, 1.241)
H (0.439, 1.460, 1.552)

For the total energy, the calculation gives -1403.86221 hartree. The gap between HOMO and LUMO comes out at 9.62 eV. The largest force on an atom is 6.2 eV Å⁻¹. As for the SMILES: NS(=O)(=O)c1c(F)nc2sccn12. For the LUMO energy, the calculation gives 0.21 eV. The calculation puts the molar mass at 221.24 Da.



Record 3
The following is a DFT calculation (the ωB97M-V functional and the def2-TZVPD basis) of a 2-piece molecular cluster, C3H10NS overall at a distorted geometry.

Cartesian coordinates (Å):
C (1.171, -2.409, 1.109)
S (0.978, -2.483, -0.676)
H (0.813, -1.446, 1.491)
H (0.645, -3.194, 1.628)
H (2.273, -2.385, 1.518)
C (-1.027, 1.641, 0.536)
C (-0.994, 1.054, -0.997)
N (0.470, 1.058, -1.583)
H (-0.036, 1.624, 0.907)
H (-1.351, 2.599, 0.281)
H (-1.800, 0.930, 1.189)
H (-1.415, -0.009, -1.045)
H (-1.458, 1.705, -1.688)
H (1.008, 1.151, -0.729)
H (0.725, 0.162, -1.942)

For the total energy, the calculation gives -573.20983 hartree. The gap between HOMO and LUMO comes out at 6.19 eV. The largest force on an atom is 5.1 eV Å⁻¹. The total charge is -1. For the energy relative to the best compared isomer or geometry (same formula, charge and spin), the calculation gives 45.4 kcal/mol. For the LUMO energy, the calculation gives 3.93 eV. The calculation puts the molar mass at 92.19 Da.



Record 4
The following is a DFT calculation (the ωB97M-V functional and the def2-TZVPD basis) of C31H33AuF5N3O3PSTe as an isolated structure.

Cartesian coordinates (Å):
Au (1.979, 1.768, 0.053)
F (8.364, 4.750, -1.024)
C (7.090, 4.533, -0.826)
C (6.624, 3.221, -0.715)
F (7.476, 2.217, -0.812)
C (5.287, 2.991, -0.507)
F (4.879, 1.736, -0.409)
C (4.362, 4.058, -0.399)
S (2.688, 3.894, -0.159)
C (4.877, 5.374, -0.519)
F (4.051, 6.399, -0.424)
C (6.213, 5.614, -0.728)
F (6.675, 6.845, -0.833)
N (-0.762, 1.544, 2.416)
C (-0.964, 3.023, 2.306)
P (-1.841, 3.288, 0.694)
O (-3.317, 3.124, 0.902)
O (-1.035, 2.508, -0.283)
C (-1.736, 5.107, 0.311)
N (-3.098, 5.669, 0.616)
H (-0.222, 1.281, 3.240)
H (-0.266, 1.184, 1.579)
H (-1.656, 1.035, 2.460)
H (0.023, 3.487, 2.280)
H (-1.510, 3.361, 3.184)
H (-1.573, 5.182, -0.764)
H (-0.961, 5.675, 0.819)
H (-3.700, 4.799, 0.679)
H (-3.436, 6.317, -0.093)
H (-3.133, 6.141, 1.518)
C (-4.264, -5.937, -3.318)
C (-3.372, -4.866, -2.765)
C (-3.145, -3.684, -3.458)
C (-2.314, -2.692, -2.956)
C (-2.099, -1.457, -3.804)
C (-1.700, -2.887, -1.704)
Te (-0.677, -1.159, -1.051)
N (1.106, -0.049, 0.274)
C (1.656, -1.198, 0.198)
O (0.874, -2.176, -0.372)
C (2.968, -1.695, 0.656)
C (3.433, -2.945, 0.249)
C (4.666, -3.400, 0.689)
C (5.434, -2.617, 1.540)
C (4.970, -1.375, 1.955)
C (3.743, -0.914, 1.514)
C (-1.800, -0.918, 0.719)
C (-1.293, -1.421, 1.914)
C (-2.021, -1.281, 3.085)
C (-3.247, -0.622, 3.050)
C (-3.733, -0.117, 1.853)
C (-3.025, -0.263, 0.657)
C (-3.598, 0.271, -0.625)
C (-1.898, -4.079, -0.988)
C (-1.280, -4.413, 0.343)
C (-2.732, -5.040, -1.545)
H (-4.693, -5.645, -4.274)
H (-5.080, -6.154, -2.628)
H (-3.706, -6.864, -3.462)
H (-3.617, -3.534, -4.421)
H (-2.611, -1.573, -4.756)
H (-1.043, -1.293, -4.030)
H (-2.495, -0.546, -3.347)
H (2.836, -3.553, -0.415)
H (5.028, -4.367, 0.368)
H (6.394, -2.976, 1.883)
H (5.568, -0.770, 2.624)
H (3.378, 0.052, 1.840)
H (-0.330, -1.912, 1.939)
H (-1.639, -1.686, 4.013)
H (-3.826, -0.505, 3.957)
H (-4.677, 0.413, 1.835)
H (-4.238, 1.126, -0.416)
H (-4.190, -0.498, -1.128)
H (-2.822, 0.624, -1.310)
H (-0.392, -3.833, 0.558)
H (-0.994, -5.464, 0.354)
H (-2.006, -4.267, 1.145)
H (-2.875, -5.969, -1.002)

The expectation value of S² is 0.77. The spin multiplicity is 2. For the total energy, the calculation gives -3233.15403 hartree. The gap between HOMO and LUMO (alpha / beta) comes out at 8.47 / 5.34 eV. The largest force on an atom is 0.4 eV Å⁻¹. The total charge is +2. For the energy relative to the best compared isomer or geometry (same formula, charge and spin), the calculation gives 0.0 kcal/mol. For the LUMO energy (alpha / beta), the calculation gives -4.77 / -7.89 eV. The calculation puts the molar mass at 978.22 Da.



Record 5
The following is a DFT calculation (the ωB97M-V functional and the def2-TZVPD basis) of a 2-piece molecular cluster, C3H10N2O3 overall at a distorted geometry.

Cartesian coordinates (Å):
N (1.440, 0.676, 1.692)
C (1.454, -0.389, 0.676)
C (0.190, -1.260, 0.710)
N (-1.016, -0.573, 0.260)
C (-1.367, -0.360, -1.014)
O (-2.168, 0.500, -1.348)
O (-0.873, -1.157, -2.000)
H (1.533, 0.181, 2.577)
H (0.572, 1.202, 1.677)
H (1.631, 0.110, -0.293)
H (2.363, -0.985, 0.884)
H (-0.120, -1.448, 1.770)
H (0.402, -2.136, 0.100)
H (-1.214, 0.242, 0.821)
H (-1.314, -1.033, -2.836)
O (-0.258, 2.291, -0.931)
H (-1.161, 2.520, -1.154)
H (-0.092, 1.617, -1.591)

For the total energy, the calculation gives -455.55185 hartree. The gap between HOMO and LUMO comes out at 10.07 eV. The largest force on an atom is 3.0 eV Å⁻¹. For the energy relative to the best compared isomer or geometry (same formula, charge and spin), the calculation gives 12.4 kcal/mol. As for the SMILES: NCCNC(=O)O.O. For the LUMO energy, the calculation gives 0.60 eV. The calculation puts the molar mass at 122.12 Da.